Entry from the Open Molecules 2025 dataset: 15 unconnected molecules or ions with the total composition C75H69F12N3O6 at a distorted geometry (the ωB97M-V functional and the def2-TZVPD basis).

Results
**HOMO**: -9.19 eV
**Energy**: -4713.03763 hartree
**Lowest unoccupied orbital energy**: 0.16 eV
**Frontier orbital gap**: 9.349 eV

Each atom is followed by the atoms it is bonded to, with distances in Å.
Cartesian coordinates (Å):
1 C -4.3272 5.9003 2.4787  N2 1.477, H5 1.090, H6 1.090, H7 1.090
2 N -5.6319 5.7609 1.8002  C1 1.477, O3 1.237, O4 1.206
3 O -6.5782 5.3328 2.4716  N2 1.237
4 O -5.7508 5.9998 0.6240  N2 1.206
5 H -3.9502 4.8830 2.5844  C1 1.090
6 H -4.3089 6.2884 3.4971  C1 1.090
7 H -3.6113 6.3051 1.7633  C1 1.090
8 C 7.7871 2.4973 3.5396  N9 1.449, H12 1.090, H13 1.090, H14 1.090
9 N 7.3196 1.1292 3.4363  C8 1.449, O10 1.236, O11 1.180
10 O 6.1446 0.9012 3.7459  N9 1.236
11 O 8.0979 0.3337 3.0447  N9 1.180
12 H 7.6498 2.7040 4.6010  C8 1.090
13 H 7.1836 3.0176 2.7958  C8 1.090
14 H 8.8267 2.6269 3.2390  C8 1.090
15 C 2.9283 1.2423 4.6162  N16 1.483, H19 1.090, H20 1.090, H21 1.090
16 N 3.1825 2.6158 5.1144  C15 1.483, O17 1.211, O18 1.270
17 O 3.9757 3.2817 4.4874  N16 1.211
18 O 2.5791 3.0765 6.1326  N16 1.270
19 H 3.3490 1.1646 3.6137  C15 1.090
20 H 1.8427 1.1458 4.5980  C15 1.090
21 H 3.4472 0.6336 5.3566  C15 1.090
22 F 0.7183 1.9097 2.3285  C23 1.333
23 C 0.5028 1.0626 1.3219  F22 1.333, C24 1.390, C28 1.368
24 C -0.7740 0.9410 0.7868  C23 1.390, C25 1.405, H29 1.080
25 C -0.9768 0.0923 -0.3139  C24 1.405, C26 1.403, H30 1.080
26 C 0.1492 -0.5096 -0.8952  C25 1.403, C27 1.365, H31 1.080
27 C 1.3668 -0.4231 -0.2837  C26 1.365, C28 1.382, H32 1.080
28 C 1.5711 0.3582 0.8381  C23 1.368, C27 1.382, H33 1.080
29 H -1.6262 1.4666 1.1915  C24 1.080
30 H -1.8986 -0.0206 -0.8653  C25 1.080
31 H 0.0802 -1.1446 -1.7661  C26 1.080
32 H 2.1331 -1.1357 -0.5511  C27 1.080
33 H 2.5584 0.3621 1.2758  C28 1.080
34 F 5.3644 -2.7303 1.2774  C35 1.359
35 C 5.5340 -1.7175 0.3880  F34 1.359, C36 1.403, C40 1.344
36 C 5.2384 -0.3817 0.6990  C35 1.403, C37 1.412, H41 1.080
37 C 5.4487 0.6271 -0.2667  C36 1.412, C38 1.377, H42 1.080
38 C 5.9165 0.2584 -1.5085  C37 1.377, C39 1.393, H43 1.080
39 C 6.1582 -1.0809 -1.8043  C38 1.393, C40 1.370, H44 1.080
40 C 5.9417 -2.0414 -0.8515  C35 1.344, C39 1.370, H45 1.080
41 H 4.8349 -0.2163 1.6871  C36 1.080
42 H 5.2826 1.6571 0.0122  C37 1.080
43 H 5.9749 0.9982 -2.2931  C38 1.080
44 H 6.5272 -1.4065 -2.7656  C39 1.080
45 H 6.2346 -3.0638 -1.0392  C40 1.080
46 F 3.9267 -1.2357 3.4385  C47 1.361
47 C 2.9539 -2.1864 3.4833  F46 1.361, C48 1.408, C52 1.346
48 C 1.6016 -1.8210 3.6288  C47 1.408, C49 1.397, H53 1.080
49 C 0.6274 -2.8229 3.6342  C48 1.397, C50 1.417, H54 1.080
50 C 1.0736 -4.1605 3.4992  C49 1.417, C51 1.402, H55 1.080
51 C 2.4002 -4.5375 3.2499  C50 1.402, C52 1.381, H56 1.080
52 C 3.2830 -3.4755 3.2783  C47 1.346, C51 1.381, H57 1.080
53 H 1.2366 -0.8073 3.7043  C48 1.080
54 H -0.3992 -2.5844 3.8701  C49 1.080
55 H 0.3512 -4.9614 3.5552  C50 1.080
56 H 2.8062 -5.5068 3.0006  C51 1.080
57 H 4.3092 -3.7494 3.0828  C52 1.080
58 F -3.4360 -5.1394 -1.4739  C59 1.302
59 C -3.2231 -4.7282 -0.2572  F58 1.302, C60 1.441, C64 1.401
60 C -2.1184 -3.8298 -0.0378  C59 1.441, C61 1.397, H65 1.080
61 C -2.0301 -3.2098 1.2113  C60 1.397, C62 1.355, H66 1.080
62 C -2.8432 -3.5603 2.2373  C61 1.355, C63 1.391, H67 1.080
63 C -3.7786 -4.5801 2.0917  C62 1.391, C64 1.414, H68 1.080
64 C -3.9967 -5.1677 0.8247  C59 1.401, C63 1.414, H69 1.080
65 H -1.4578 -3.4945 -0.8236  C60 1.080
66 H -1.3238 -2.4238 1.4343  C61 1.080
67 H -2.6006 -3.0885 3.1781  C62 1.080
68 H -4.3235 -4.8457 2.9855  C63 1.080
69 H -4.7713 -5.9149 0.7341  C64 1.080
70 F 3.2794 -2.4499 -4.3588  C71 1.347
71 C 1.9938 -2.7484 -4.0920  F70 1.347, C72 1.414, C76 1.407
72 C 0.9797 -1.9782 -4.7062  C71 1.414, C73 1.406, H77 1.080
73 C -0.3490 -2.3756 -4.4730  C72 1.406, C74 1.390, H78 1.080
74 C -0.6820 -3.3955 -3.5888  C73 1.390, C75 1.401, H79 1.080
75 C 0.3612 -4.1623 -3.0537  C74 1.401, C76 1.354, H80 1.080
76 C 1.6583 -3.8459 -3.2782  C71 1.407, C75 1.354, H81 1.080
77 H 1.2296 -1.1225 -5.3158  C72 1.080
78 H -1.1450 -1.8182 -4.9444  C73 1.080
79 H -1.7284 -3.6299 -3.4600  C74 1.080
80 H 0.0439 -4.9894 -2.4361  C75 1.080
81 H 2.4669 -4.4503 -2.8945  C76 1.080
82 F 5.8583 4.8287 1.2159  C83 1.335
83 C 4.7412 4.5558 0.5383  F82 1.335, C84 1.391, C88 1.409
84 C 4.8670 4.4645 -0.8440  C83 1.391, C85 1.387, H89 1.080
85 C 3.7466 4.1480 -1.5970  C84 1.387, C86 1.380, H90 1.080
86 C 2.5225 3.9523 -0.9910  C85 1.380, C87 1.396, H91 1.080
87 C 2.4321 4.0292 0.3999  C86 1.396, C88 1.366, H92 1.080
88 C 3.5110 4.3235 1.1839  C83 1.409, C87 1.366, H93 1.080
89 H 5.7861 4.6827 -1.3676  C84 1.080
90 H 3.8129 3.9264 -2.6519  C85 1.080
91 H 1.7163 3.6602 -1.6476  C86 1.080
92 H 1.4608 3.7386 0.7722  C87 1.080
93 H 3.4657 4.3795 2.2615  C88 1.080
94 F 1.0767 -8.6677 -0.1787  C95 1.351
95 C 1.7444 -7.4940 -0.1282  F94 1.351, C96 1.357, C100 1.369
96 C 0.9927 -6.3722 -0.2611  C95 1.357, C97 1.434, H101 1.080
97 C 1.6921 -5.1422 -0.0278  C96 1.434, C98 1.386, H102 1.080
98 C 3.0503 -5.1433 0.2512  C97 1.386, C99 1.383, H103 1.080
99 C 3.7893 -6.3118 0.2145  C98 1.383, C100 1.424, H104 1.080
100 C 3.0912 -7.5489 0.1107  C95 1.369, C99 1.424, H105 1.080
101 H -0.0562 -6.3074 -0.5102  C96 1.080
102 H 1.1517 -4.2120 -0.1222  C97 1.080
103 H 3.5453 -4.2307 0.5484  C98 1.080
104 H 4.8632 -6.4006 0.2878  C99 1.080
105 H 3.6627 -8.4625 0.1830  C100 1.080
106 F -3.6493 0.3387 -6.0967  C107 1.335
107 C -3.9254 -0.8637 -5.5859  F106 1.335, C108 1.428, C112 1.427
108 C -4.0561 -1.0461 -4.1755  C107 1.428, C109 1.383, H113 1.080
109 C -4.1932 -2.3530 -3.7458  C108 1.383, C110 1.393, H114 1.080
110 C -4.1904 -3.4330 -4.6258  C109 1.393, C111 1.374, H115 1.080
111 C -4.0793 -3.2535 -5.9838  C110 1.374, C112 1.382, H116 1.080
112 C -3.9351 -1.9734 -6.4839  C107 1.427, C111 1.382, H117 1.080
113 H -4.1097 -0.1751 -3.5392  C108 1.080
114 H -4.4131 -2.5119 -2.7004  C109 1.080
115 H -4.2634 -4.4325 -4.2231  C110 1.080
116 H -3.9990 -4.1113 -6.6350  C111 1.080
117 H -3.8519 -1.8245 -7.5503  C112 1.080
118 F -4.6116 2.3164 -1.7802  C119 1.366
119 C -5.3528 1.8569 -0.7293  F118 1.366, C120 1.411, C124 1.352
120 C -6.2784 2.7107 -0.0920  C119 1.411, C121 1.411, H125 1.080
121 C -7.0801 2.2237 0.9616  C120 1.411, C122 1.403, H126 1.080
122 C -7.0034 0.8419 1.1933  C121 1.403, C123 1.330, H127 1.080
123 C -6.0918 0.0398 0.6506  C122 1.330, C124 1.376, H128 1.080
124 C -5.3004 0.5607 -0.3477  C119 1.352, C123 1.376, H129 1.080
125 H -6.4314 3.7260 -0.4269  C120 1.080
126 H -7.8534 2.7575 1.4940  C121 1.080
127 H -7.5413 0.5052 2.0672  C122 1.080
128 H -5.9403 -0.9908 0.9358  C123 1.080
129 H -4.5323 -0.0886 -0.7410  C124 1.080
130 F -3.0767 -0.5437 6.8978  C131 1.337
131 C -3.1720 -0.0188 5.6724  F130 1.337, C132 1.387, C136 1.378
132 C -2.0583 0.5181 5.0439  C131 1.387, C133 1.389, H137 1.080
133 C -2.2213 1.2055 3.8474  C132 1.389, C134 1.403, H138 1.080
134 C -3.4818 1.3179 3.2419  C133 1.403, C135 1.323, H139 1.080
135 C -4.5052 0.6979 3.8075  C134 1.323, C136 1.462, H140 1.080
136 C -4.4132 -0.0273 5.0741  C131 1.378, C135 1.462, H141 1.080
137 H -1.0631 0.4906 5.4625  C132 1.080
138 H -1.4037 1.7896 3.4516  C133 1.080
139 H -3.6683 1.8061 2.2968  C134 1.080
140 H -5.4524 0.6425 3.2916  C135 1.080
141 H -5.2859 -0.4887 5.5123  C136 1.080
142 F -2.5711 3.2783 -4.4837  C143 1.383
143 C -1.2993 2.7587 -4.6379  F142 1.383, C144 1.391, C148 1.402
144 C -0.8137 2.5560 -5.9251  C143 1.391, C145 1.391, H149 1.080
145 C 0.4421 2.0362 -6.2223  C144 1.391, C146 1.362, H150 1.080
146 C 1.2541 1.7347 -5.1714  C145 1.362, C147 1.407, H151 1.080
147 C 0.7723 1.8536 -3.8550  C146 1.407, C148 1.397, H152 1.080
148 C -0.4663 2.4295 -3.5597  C143 1.402, C147 1.397, H153 1.080
149 H -1.3857 2.9354 -6.7590  C144 1.080
150 H 0.8739 2.0083 -7.2118  C145 1.080
151 H 2.2590 1.3742 -5.3342  C146 1.080
152 H 1.3370 1.5593 -2.9827  C147 1.080
153 H -0.7878 2.5924 -2.5416  C148 1.080
154 F -1.5291 3.8853 1.3183  C155 1.355
155 C -1.5202 4.6233 0.1815  F154 1.355, C156 1.394, C160 1.392
156 C -2.6089 4.4928 -0.6801  C155 1.394, C157 1.418, H161 1.080
157 C -2.5973 5.2807 -1.8594  C156 1.418, C158 1.386, H162 1.080
158 C -1.5497 6.1471 -2.1304  C157 1.386, C159 1.408, H163 1.080
159 C -0.4311 6.2185 -1.2781  C158 1.408, C160 1.395, H164 1.080
160 C -0.4867 5.5208 -0.0710  C155 1.392, C159 1.395, H165 1.080
161 H -3.3371 3.7068 -0.5451  C156 1.080
162 H -3.4068 5.1905 -2.5687  C157 1.080
163 H -1.6633 6.7520 -3.0178  C158 1.080
164 H 0.3940 6.8854 -1.4799  C159 1.080
165 H 0.2906 5.6698 0.6639  C160 1.080